{"formula": "C30H47CoN9O2PS", "method": "ωB97M-V with the def2-TZVPD basis set", "spin_multiplicity": 4, "charge": 3, "gap_ev": [8.650, 8.727], "lumo_ev": [-7.40, -7.38], "species": ["Co", "S", "P", "O", "O", "N", "N", "N", "N", "N", "N", "N", "N", "N", "C", "C", "C", "C", "C", "C", "C", "C", "C", "C", "C", "C", "C", "C", "C", "C", "C", "C", "C", "C", "C", "C", "C", "C", "C", "C", "C", "C", "C", "C", "H", "H", "H", "H", "H", "H", "H", "H", "H", "H", "H", "H", "H", "H", "H", "H", "H", "H", "H", "H", "H", "H", "H", "H", "H", "H", "H", "H", "H", "H", "H", "H", "H", "H", "H", "H", "H", "H", "H", "H", "H", "H", "H", "H", "H", "H", "H"], "positions_angstrom": [[-0.39475, -0.33663, -1.12363], [-3.51265, -0.55522, -0.24674], [-1.51055, 0.94531, -2.96456], [0.23500, 0.93259, 0.30741], [-2.11123, -1.18574, -0.30190], [1.99636, -3.11129, 2.41156], [1.55860, -0.02673, -2.25177], [-0.18696, -2.07254, -2.37370], [1.04693, 2.71567, 1.49812], [-0.19718, -3.76438, -3.71194], [1.03793, 4.09347, 1.40643], [3.80803, 0.14616, -3.87473], [0.75366, -1.86408, 0.59935], [0.91165, -3.08260, -4.04671], [-5.00221, -1.67808, 1.74028], [2.95155, -2.18988, 1.70937], [-0.84974, -3.16138, -2.71657], [0.46069, 1.84332, 3.69495], [0.42116, 5.85104, -0.21172], [3.51571, 1.08652, -2.98539], [1.81058, 4.93485, 2.31008], [2.16507, -1.45889, 0.59700], [1.42146, -4.10513, 1.44520], [1.41018, 2.03098, 2.70029], [2.39169, 1.00647, -2.16988], [-0.42259, 1.79573, -4.15202], [0.42357, 2.19271, 0.40196], [0.50273, 4.43243, 0.22516], [0.88475, -2.06997, -3.21760], [0.88952, -2.31764, 3.04271], [-4.79201, -2.71461, 0.63976], [-2.35001, -0.27651, -4.03252], [1.85268, -0.97183, -3.15301], [0.15991, -1.56190, 1.91073], [0.83097, 1.21074, 4.87413], [3.08381, 0.96815, 4.04737], [2.14061, 0.77933, 5.05131], [2.71882, 1.59463, 2.86241], [0.09776, 3.28131, -0.42850], [2.97762, -0.88440, -3.96441], [-4.65371, -1.89597, -0.63638], [-2.82532, 2.17519, -2.68117], [0.66181, -3.30819, 0.35735], [-3.96785, -0.56893, 1.51678], [-0.54790, 2.21167, 3.55299], [-0.89150, -1.84485, 1.87384], [2.20534, -0.38170, 0.74727], [-3.88066, -3.29036, 0.81555], [-0.15723, 6.44405, 0.49776], [-5.62236, -3.41511, 0.56918], [2.81710, 5.10175, 1.92591], [-1.60383, -0.89442, -4.53488], [-0.43824, -4.60886, -4.21220], [-3.01944, -0.75786, 2.02124], [1.34298, -1.64236, 3.76713], [3.34162, -1.50465, 2.46011], [3.44765, 1.78208, 2.08292], [0.10613, 1.08434, 5.66756], [-3.60374, 1.75873, -2.04571], [4.11144, 0.66626, 4.20460], [-1.00497, 2.16527, -4.99667], [1.86519, 4.46070, 3.28563], [3.76869, -2.79840, 1.32641], [2.59221, -1.68621, -0.37909], [0.24933, -3.02394, 3.56820], [1.29447, 5.88472, 2.41808], [-0.39066, -3.58765, 0.34182], [2.43437, 0.32341, 5.98821], [-2.43513, 3.06876, -2.19473], [-0.06064, 5.91435, -1.18355], [-3.26604, 2.46709, -3.63546], [2.15284, 1.78391, -1.45588], [-1.76552, -3.52332, -2.27936], [-2.99917, -0.92882, -3.44522], [-4.26843, -2.41895, -1.51071], [1.08934, -3.52749, -0.62038], [0.77441, -4.77068, 2.01297], [-4.31726, 0.42532, 1.78988], [2.24958, -4.68512, 1.04238], [0.21798, -0.48936, 2.06618], [1.41418, 6.29618, -0.28978], [2.50110, -3.61488, 3.14043], [-6.00798, -1.26282, 1.66778], [-0.40148, 3.23384, -1.37808], [4.18993, 1.93175, -2.91955], [-4.89903, -2.10153, 2.73782], [-2.95184, 0.22421, -4.79137], [0.33652, 1.10811, -4.52601], [0.08212, 2.63847, -3.67897], [-5.59651, -1.41331, -0.90786], [3.20100, -1.65633, -4.69126]], "lowdin_charge": [0.578, 0.999, 0.805, -0.124, -0.610, -0.077, 0.061, 0.053, 0.063, 0.075, -0.033, 0.133, -0.161, 0.174, -0.202, -0.032, -0.121, -0.002, 0.017, -0.066, 0.047, -0.125, -0.036, -0.227, -0.081, -0.240, -0.392, -0.230, -0.308, -0.033, -0.215, -0.241, -0.199, -0.126, -0.050, -0.067, -0.065, -0.016, 0.057, -0.027, -0.303, -0.246, -0.128, -0.278, 0.133, 0.110, 0.103, 0.113, 0.104, 0.131, 0.113, 0.042, 0.183, 0.083, 0.120, 0.124, 0.129, 0.121, 0.018, 0.119, 0.067, 0.099, 0.144, 0.122, 0.143, 0.107, 0.127, 0.122, 0.037, 0.095, 0.064, 0.104, 0.144, 0.031, 0.091, 0.117, 0.142, 0.099, 0.143, 0.098, 0.104, 0.199, 0.127, 0.080, 0.126, 0.126, 0.065, 0.040, 0.042, 0.114, 0.135]}